Record 1
{
  "formula": "C3H13N2O3",
  "method": "ωB97M-V/def2-TZVPD",
  "symbols": ["H", "N", "N", "H", "H", "H", "C", "H", "H", "O", "H", "C", "C", "H", "H", "H", "H", "H", "O", "H", "O"],
  "coordinates": [[2.2733, 0.5679, -3.0362], [1.4194, 0.6373, -2.5078], [0.7712, 0.1315, 1.0469], [-0.9457, 2.1048, 0.4672], [-0.3615, -0.4146, -0.5817], [-1.2848, 1.5392, -1.2033], [1.5200, 0.3039, -1.2094], [0.0326, 2.4921, -0.9167], [-1.1160, -2.3579, 1.9839], [2.5705, -0.0778, -0.7150], [0.3717, -2.9883, 1.9779], [0.2852, 0.4028, -0.3296], [-0.5290, 1.6810, -0.4406], [-2.9253, -0.2865, 0.9654], [1.7226, -0.2662, 0.9152], [0.6145, 1.1326, -2.8484], [0.8182, 0.9420, 1.6590], [-2.8931, -1.6628, 0.2756], [-2.3840, -1.0732, 0.8408], [0.2102, -0.5966, 1.5392], [-0.1700, -2.2111, 2.1175]],
  "forces_ev_per_a": [[-0.09, 0.15, -0.27], [-0.32, -0.12, 0.74], [-0.10, -0.40, 0.48], [-0.17, -0.42, 0.16], [-0.27, -0.60, -0.05], [-0.67, -0.22, 0.29], [0.87, 0.35, -0.42], [0.43, -0.01, 0.47], [0.26, -0.36, -0.07], [-0.22, -0.23, 0.13], [-0.35, -0.40, 0.00], [-0.28, 0.36, 0.50], [0.49, 0.89, -1.33], [-0.17, -0.13, 0.04], [0.14, 0.26, 0.02], [0.11, -0.06, -0.31], [0.14, 0.23, -0.22], [-0.16, 0.05, -0.03], [0.20, 0.09, -0.05], [0.06, -0.23, -0.20], [0.10, 0.81, 0.14]],
  "homo_energy_ev": -14.5,
  "gap_ev": 11.6,
  "lumo_energy_ha": -0.1078,
  "charge": 1
}


Record 2
{
  "formula": "C3H13N2O3",
  "method": "ωB97M-V/def2-TZVPD",
  "symbols": ["H", "H", "H", "H", "H", "H", "H", "C", "N", "O", "C", "H", "H", "H", "N", "O", "H", "H", "H", "C", "O"],
  "coordinates": [[0.0644, -1.0257, -1.9519], [0.1894, 0.4908, -1.5563], [-0.2728, 1.2642, 1.4503], [-5.4392, 0.2930, -0.4530], [-5.3855, -0.7372, 0.8419], [-1.4362, -0.5296, 0.1437], [-0.2085, 3.1431, 0.4337], [0.4378, -0.4486, -1.1719], [2.4118, -1.7466, -1.6088], [-4.8654, -0.0907, 0.3029], [-0.3635, -0.6510, 0.1895], [1.8887, -2.1827, -2.3195], [-1.0363, 3.2383, 1.8453], [1.1072, 0.3540, 1.2001], [0.1089, 0.2436, 1.3098], [-0.3952, 2.8029, 1.2986], [-0.2185, -0.0795, 2.2088], [3.3634, -2.0382, -1.5676], [-0.2703, -1.7415, 0.4818], [1.8830, -0.6929, -0.8559], [2.5438, -0.1089, -0.0558]],
  "forces_ev_per_a": [[-0.67, -1.84, -0.97], [0.42, 2.11, -0.28], [0.20, -0.01, -1.68], [1.07, -1.30, 2.19], [0.24, 1.02, -1.07], [-0.28, 0.35, -0.77], [-0.46, 1.07, -0.37], [-0.74, 0.35, 3.16], [0.58, 0.58, 1.18], [-1.17, 0.27, -1.13], [-0.07, -1.41, 0.07], [-1.12, -0.65, -1.38], [-0.57, 1.07, -0.18], [0.52, 0.03, 1.03], [-0.76, 0.36, -0.46], [0.80, -1.90, 0.76], [0.65, -1.10, 0.56], [1.52, -0.11, 0.35], [0.27, 1.29, 0.10], [-1.86, -0.61, -2.00], [1.43, 0.43, 0.89]],
  "s2": 0.778,
  "homo_energy_ev": [-16.3, -16.3],
  "gap_ev": [8.1, 2.3],
  "multiplicity": 2,
  "lumo_energy_ha": [-0.3022, -0.5138],
  "charge": 2
}


Record 3
{
  "formula": "C3H13N2OOs",
  "method": "ωB97M-V/def2-TZVPD",
  "symbols": ["H", "C", "N", "O", "H", "H", "N", "H", "H", "H", "H", "Os", "C", "H", "C", "H", "H", "H", "H", "H"],
  "coordinates": [[-2.0279, -0.4526, -3.1813], [-2.3566, -0.6235, -2.1537], [1.9241, 1.9531, 4.1141], [2.5517, 1.1838, 2.1048], [-2.9303, 0.2080, -1.7833], [-2.8854, -1.5780, -2.0042], [1.4186, 0.7205, -1.1025], [-0.0653, 0.0953, 3.2288], [0.9262, 0.1519, -1.7772], [2.8573, 2.2706, 4.2962], [-0.1625, 0.7234, 1.4031], [1.3100, 0.0967, 0.9314], [0.2219, 0.9538, 2.6177], [-1.4685, -0.6426, -1.4878], [1.6012, 1.4135, 2.9311], [0.5193, -1.3534, 0.5311], [1.2239, 2.1752, 4.8143], [1.2855, 1.6928, -1.4377], [2.4320, 0.5776, -1.1927], [-0.5190, 1.7626, 2.7755]],
  "forces_ev_per_a": [[-0.25, -0.17, 0.14], [0.94, -0.37, 0.74], [-1.29, -0.16, -0.61], [-0.37, 1.28, 1.57], [-0.55, 0.25, -0.14], [0.15, 0.50, -0.32], [0.86, 2.11, -1.55], [0.03, 0.12, 0.13], [-0.03, -0.51, -0.05], [0.43, -0.08, -0.10], [-0.97, 0.73, 0.74], [-0.06, -4.32, -2.64], [-1.49, 0.97, 0.56], [-0.24, -0.19, -0.40], [2.52, 1.01, 2.18], [0.31, 0.01, 0.19], [0.10, -0.12, -0.30], [-0.09, -0.55, 0.39], [-0.30, -0.21, -0.63], [0.30, -0.29, 0.09]],
  "s2": 6.011,
  "homo_energy_ev": [-10.9, -13.2],
  "gap_ev": [7.6, 8.3],
  "multiplicity": 5,
  "lumo_energy_ha": [-0.1215, -0.1827],
  "charge": 1
}


Record 4
{
  "formula": "C3H13N2OS",
  "method": "ωB97M-V/def2-TZVPD",
  "symbols": ["C", "N", "H", "H", "C", "H", "H", "O", "H", "S", "H", "C", "H", "H", "H", "H", "H", "H", "N", "H"],
  "coordinates": [[-0.7251, -0.1614, 1.4599], [2.7027, -1.3412, 0.0517], [1.1279, -2.0243, 1.4459], [2.0338, -0.6378, 2.0209], [1.6812, -1.1145, 1.1089], [-0.6809, 2.0565, -2.5759], [-1.6844, 1.0553, -2.4644], [-0.7800, 1.1181, -2.7830], [3.5469, -0.8622, 0.0757], [-1.8232, 0.9895, 0.5809], [2.7738, -2.3133, -0.2591], [0.6528, -0.1499, 0.5727], [-0.0883, 0.3739, -1.5284], [-0.5215, 0.2927, 2.4114], [1.3715, 0.7789, 0.5911], [1.2027, -0.6311, -1.4319], [-0.3685, -1.2255, -1.0991], [-2.9651, 0.8676, 1.2711], [0.3104, -0.4885, -0.9027], [-1.0822, -1.1444, 1.6209]],
  "forces_ev_per_a": [[2.29, 2.12, -1.64], [-2.77, -1.60, 0.26], [0.96, 0.12, -0.50], [0.48, -0.18, 0.04], [-0.12, -1.34, -0.44], [0.71, 0.37, -0.44], [-0.72, -0.72, -0.17], [-0.14, 0.65, 0.64], [1.62, 0.72, 0.51], [-0.30, -0.05, -0.20], [0.27, 0.70, 0.44], [-0.42, 0.78, 0.08], [0.33, -1.47, 1.31], [0.36, 0.02, 0.48], [-2.58, -0.77, -0.56], [-0.45, -0.67, 0.96], [0.30, -0.23, 0.53], [0.11, -0.16, 0.13], [0.48, 2.76, -1.15], [-0.42, -1.05, -0.27]],
  "homo_energy_ev": -13.2,
  "gap_ev": 10.3,
  "lumo_energy_ha": -0.1070,
  "charge": 1
}


Record 5
{
  "formula": "C3H13N2OS2",
  "method": "ωB97M-V/def2-TZVPD",
  "symbols": ["C", "H", "H", "S", "S", "H", "H", "H", "N", "N", "C", "H", "O", "H", "H", "H", "H", "C", "H", "H", "H"],
  "coordinates": [[1.4218, -1.2147, -0.7455], [-0.4392, 1.3585, 0.4405], [0.3038, 1.1772, 3.5833], [-3.6419, 0.4545, -1.2972], [-1.7970, 1.4058, -1.5184], [0.0584, 0.0920, 1.3333], [-0.5957, -0.2570, -2.5072], [1.2348, 1.1034, 0.9470], [0.3544, 0.7421, 0.5765], [1.6970, -1.3877, 0.7443], [-0.7028, -0.0235, -1.4228], [-1.0178, 1.8096, 3.4443], [-0.4147, 1.2460, 2.9404], [1.2131, 0.9271, -1.4664], [2.6523, -1.7235, 0.7167], [2.3634, -1.2948, -1.3095], [-1.2830, -0.7941, -0.7999], [0.6628, 0.2164, -0.8425], [1.1643, -2.1619, 1.0897], [-4.1121, 0.2782, -2.5426], [0.8780, -1.9537, -1.3641]],
  "forces_ev_per_a": [[-0.09, 1.43, 0.40], [0.10, 1.11, 0.37], [0.17, -0.25, -0.14], [0.23, 0.31, 0.59], [-1.09, 0.46, 0.18], [0.24, -0.12, -1.10], [0.06, -0.83, 0.99], [-0.58, 0.72, 0.15], [1.39, -0.79, -1.11], [0.56, -0.73, -2.36], [-1.01, -1.22, -1.06], [-0.35, -0.08, -0.36], [0.11, 0.38, 0.95], [0.04, 0.29, 0.78], [0.12, -0.02, 0.70], [0.03, 1.01, 0.47], [1.00, 0.74, -1.25], [-0.45, -2.07, 0.50], [-0.38, -0.52, 0.31], [0.48, 0.17, -0.28], [-0.58, 0.00, 1.26]],
  "homo_energy_ev": -12.7,
  "gap_ev": 9.8,
  "lumo_energy_ha": -0.1092,
  "charge": 1
}


Record 6
{
  "formula": "C3H13N2OSi",
  "method": "ωB97M-V/def2-TZVPD",
  "symbols": ["Si", "H", "H", "O", "H", "H", "C", "H", "C", "N", "H", "H", "H", "H", "N", "C", "H", "H", "H", "H"],
  "coordinates": [[1.4037, -0.3834, 0.5569], [2.1719, 1.8945, -0.4321], [1.9448, -2.4551, -0.9483], [-0.2636, -1.2181, 0.0402], [3.0342, -1.1209, -1.2728], [-3.3503, -1.6635, 0.5144], [-1.4038, -0.8770, 0.4083], [-2.2554, -2.6658, -0.1280], [1.2806, 1.4445, -0.1390], [-2.3629, -1.7489, 0.3124], [0.6973, 1.2309, -1.0135], [-1.6599, 0.1571, 0.8982], [0.6758, 2.2832, 0.5175], [-2.8537, 2.9943, 0.0486], [-2.2998, 2.2520, -0.2659], [2.4811, -1.6191, -0.5073], [-1.4324, 2.5187, -0.7119], [3.3462, -1.9498, 0.0845], [-2.7008, 1.5238, -0.8486], [1.4078, -0.9074, 1.9349]],
  "forces_ev_per_a": [[-0.13, -1.23, -2.22], [1.78, 0.44, -0.38], [-0.14, 0.01, 0.27], [2.18, 1.04, 0.13], [-0.10, 0.66, -0.99], [0.24, 1.12, 0.44], [-1.28, 1.64, 1.68], [0.90, 0.44, 0.12], [-2.94, -0.02, 3.25], [-1.56, -1.58, -0.74], [-0.40, 0.12, -0.73], [0.49, -1.71, -1.07], [1.46, -2.44, -1.45], [-1.02, 0.97, -0.03], [1.89, -2.31, -0.33], [0.20, 1.24, 1.28], [-0.26, 0.51, 0.15], [-0.57, -0.39, 0.35], [-0.64, 0.79, 0.16], [-0.09, 0.71, 0.12]],
  "homo_energy_ev": -13.5,
  "gap_ev": 10.3,
  "lumo_energy_ha": -0.1164,
  "charge": 1
}


These records have ΔE to the lowest compared entry with this formula, charge and spin values of 0.223, 1.184, 0.397, 1.166, 1.490, 0.564 eV, in the order they appear.
These records have total energy values of -457.14133, -456.59296, -397.08764, -704.77115, -1102.96082, -596.11474 Eh, in the order they appear.